Record 1
Below is an isolated molecule of C18H20N2O3 in a non-equilibrium geometry, with properties calculated with wB97M-V/def2-TZVPD.

```
43
Properties=species:S:1:pos:R:3:forces:R:3:mulliken_charge:R:1
C -2.023 0.912 0.092 1.9 2.0 0.2 0.59
C -0.452 0.820 -0.271 0.3 -0.4 -1.4 -0.04
C -2.692 -0.352 -0.279 -1.9 -2.0 1.0 -1.77
C -4.211 -0.658 -0.034 1.7 2.0 0.5 0.73
C -4.766 -0.357 1.206 -3.0 -2.5 -1.6 -0.54
C -4.946 -1.219 -1.048 -1.9 -0.8 -0.1 -0.20
C -6.123 -0.752 1.364 -0.7 0.4 1.7 -0.40
C -6.297 -1.651 -0.894 1.3 2.2 2.1 -0.76
C -6.910 -1.295 0.340 3.3 -0.3 -1.7 -0.45
C 1.822 0.666 0.512 -0.7 0.3 -1.7 -0.22
C 1.803 2.198 0.185 3.2 -0.8 0.8 0.42
C 2.415 -0.289 -0.526 0.0 0.8 -2.4 -1.07
C 3.790 -0.829 -0.324 0.6 -3.1 1.8 0.53
C 4.872 -0.085 0.063 0.5 -1.2 -1.1 -0.27
C 4.025 -2.318 -0.211 -2.5 3.0 -0.8 -0.61
C 6.119 -0.720 0.266 -0.6 2.1 2.0 -0.61
C 5.197 -2.875 0.070 2.5 -0.6 1.5 -0.33
C 6.308 -2.037 0.426 -1.7 -1.3 -2.2 -0.56
H -2.540 1.997 -1.464 -0.6 0.0 -0.4 0.35
H -1.845 2.919 -0.437 -1.3 -1.2 0.6 0.34
H -2.075 1.072 1.154 0.1 -0.2 0.7 0.29
H -2.234 -1.187 0.241 0.5 0.1 0.8 0.51
H -2.468 -0.712 -1.227 0.3 0.2 -2.4 0.69
H -4.222 -0.109 2.054 1.1 0.9 1.2 0.41
H -4.493 -1.253 -2.003 0.5 -0.5 -0.9 0.38
H -6.648 -0.699 2.385 1.0 0.3 -1.6 0.24
H -6.881 -2.087 -1.674 -0.1 -0.2 -0.5 0.39
H -7.927 -1.451 0.386 -2.1 -0.4 0.8 0.45
H 0.133 0.633 1.645 -0.5 -0.1 0.4 0.32
H 2.365 0.521 1.424 0.1 0.2 0.8 0.74
H 2.422 0.274 -1.481 0.3 0.0 0.4 0.41
H 1.705 -1.056 -0.842 0.0 -0.2 0.8 0.56
H 4.907 0.972 0.113 -0.5 0.9 0.0 0.38
H 3.201 -3.007 -0.277 -0.5 0.2 -0.4 0.31
H 6.817 -0.035 0.708 1.0 0.1 -0.5 0.31
H 5.245 -3.967 0.203 0.1 0.6 -0.2 0.32
H 7.284 -2.402 0.508 1.2 -0.7 0.7 0.42
H 2.890 3.648 -0.263 0.4 -0.3 -0.3 0.37
N -2.606 2.167 -0.463 2.0 0.1 -1.0 -0.80
N 0.417 0.407 0.715 -0.9 -0.5 0.5 -0.23
O 0.033 1.059 -1.392 -1.6 -0.1 1.5 -0.64
O 0.959 2.876 0.682 0.1 1.1 -0.6 -0.54
O 3.022 2.682 -0.358 -2.7 0.0 0.8 -0.42
```
Positions in Å, forces in eV/Å.

## Properties
HOMO-LUMO gap: 9.6120 eV
HOMO level: -9.1 eV
F_max: 4.24 eV/A
Energy relative to the best compared isomer or geometry (same formula, charge and spin): 76.8 kcal per mole
2S+1: 1
E_tot: -28111.7614 eV

***

Record 2
Below is an isolated molecule of C4H5FO3 in a non-equilibrium geometry, with properties calculated with wB97M-V/def2-TZVPD.

```
13
Properties=species:S:1:pos:R:3:forces:R:3:mulliken_charge:R:1
C -1.012 0.874 -0.378 -1.1 -3.8 -1.4 -0.05
C -1.182 -0.242 0.663 -1.5 3.4 0.4 0.15
C -0.481 -0.603 -0.545 0.1 0.3 -0.1 -0.36
C 1.952 -0.636 0.152 4.9 4.2 2.4 0.27
H 0.767 1.593 0.087 -2.4 0.8 -0.3 0.35
H -1.858 0.919 -1.152 1.2 0.8 1.5 0.31
H -0.521 0.120 1.524 -1.6 -1.4 -0.4 0.35
H -0.866 -1.373 -1.207 -0.6 0.7 -0.2 0.39
H 2.758 -1.455 -0.202 -1.6 1.9 1.3 0.29
O -0.211 1.909 -0.115 3.3 0.6 0.3 -0.54
O 0.843 -0.974 -0.398 1.3 -1.0 -0.4 -0.26
O 2.353 0.464 0.844 -3.3 -5.9 -4.0 -0.61
F -2.541 -0.595 0.727 1.4 -0.6 1.0 -0.30
```
Positions in Å, forces in eV/Å.

## Properties
HOMO-LUMO gap: 10.3250 eV
HOMO level: -9.7 eV
F_max: 7.86 eV/A
Energy relative to the best compared isomer or geometry (same formula, charge and spin): 74.7 kcal per mole
2S+1: 1
E_tot: -13084.9422 eV

***

Number 1: lowest unoccupied orbital energy 0.5 eV. Number 2: lowest unoccupied orbital energy 0.7 eV.